Record 1
An isolated ion of composition CH3O4S2 and charge -1. Source: OMol25; level of theory: wB97M-V/def2-TZVPD.

```
10
Properties=species:S:1:pos:R:3:lowdin_spin:R:1
S 0.6494 -0.4413 1.6676 0.3778
O 0.3238 -1.8976 1.6348 0.1970
O 2.0686 -0.2116 1.5463 0.1436
S 0.9544 0.0268 -1.3504 0.1950
C -0.2926 0.5205 -0.1325 0.5918
H -1.6654 -0.8794 -0.2914 0.0117
H 2.0136 0.0462 -0.4990 0.0197
O -0.0480 0.3569 2.7746 0.2642
H -0.3079 1.5807 -0.1119 0.0310
O -1.5755 0.1266 -0.2901 0.1681
```

- energy above the lowest of the compared OMol25 structures with the same formula, charge and spin (eV) = 2.512
- 2S+1 = 3
- net charge = -1
- E (Ha) = -1137.1331
- HOMO energy (alpha / beta) (eV) = -0.875 / -5.342
- largest force on an atom (eV/A) = 5.4
- frontier orbital gap (alpha / beta) (eV) = 4.17 / 7.22

=====

Record 2
A 2-piece molecular cluster, C3H8O2 overall. Source: OMol25; level of theory: wB97M-V/def2-TZVPD.

```
13
Properties=species:S:1:pos:R:3:mulliken_charge:R:1
C 1.9015 0.6901 -0.3813 -0.2141
H -0.0746 0.6032 -1.3645 0.2169
O 1.3302 -0.3332 0.3776 -0.4911
O -1.0028 0.5290 0.8106 -0.5408
H 1.0018 -0.8081 -1.7022 0.2848
H -1.5592 -1.3911 0.2026 0.2558
C -1.9044 -0.5393 0.7959 -0.6098
H 1.6924 1.6966 -0.0508 0.2232
H -0.1103 0.1559 0.9708 0.4110
H -2.1580 -0.9328 1.7850 0.2598
H -2.8417 -0.2083 0.3575 0.2529
C 0.8300 0.0494 -1.0869 -0.3186
H 2.8949 0.4886 -0.7143 0.2699
```

- energy above the lowest of the compared OMol25 structures with the same formula, charge and spin (eV) = 2.992
- 2S+1 = 1
- E (Ha) = -269.4849
- HOMO energy (eV) = -9.681
- largest force on an atom (eV/A) = 2.2
- frontier orbital gap (eV) = 10.72

=====

Record 3
One molecule with the formula C8H10O. Source: OMol25; level of theory: wB97M-V/def2-TZVPD.

```
19
Properties=species:S:1:pos:R:3:mulliken_charge:R:1
O -0.2823 0.2371 1.2379 -0.6356
C 0.7156 1.3679 -0.7444 -0.5419
H -2.8554 0.7548 1.2388 0.3267
C 0.7530 -1.1013 -0.6899 -0.7856
H 3.5109 -0.3791 0.2233 0.3043
H -1.0957 2.2306 -1.0143 0.3074
H 2.6557 0.8019 1.3407 0.3543
C 1.2774 0.0789 -0.0821 1.0321
H 2.3229 -0.9950 1.4217 0.3406
C -0.6271 1.2705 -0.7114 -0.8032
C -0.5763 -1.2334 -0.6018 -0.7552
H 1.3910 2.0805 -1.1450 0.4582
C 2.5270 -0.0907 0.7434 -1.2605
H -2.8593 -1.1459 0.7392 0.3205
H -3.3406 0.1379 -0.3353 0.3592
H 1.2876 -2.0007 -1.0407 0.3516
C -1.1024 0.0628 0.0722 1.6190
H -1.0741 -2.0161 -1.1053 0.4693
C -2.6279 -0.0607 0.4529 -1.4611
```

- energy above the lowest of the compared OMol25 structures with the same formula, charge and spin (eV) = 4.832
- 2S+1 = 1
- E (Ha) = -385.8962
- HOMO energy (eV) = -8.433
- largest force on an atom (eV/A) = 3.4
- frontier orbital gap (eV) = 8.30

=====

Record 4
One molecule with the formula C2H7NO2Si. Source: OMol25; level of theory: wB97M-V/def2-TZVPD.

```
13
Properties=species:S:1:pos:R:3:mulliken_charge:R:1
H -0.7599 -0.6395 1.8943 0.3475
C 0.4959 -1.2896 -1.0222 -0.9709
H 0.0196 -2.0917 -0.5136 0.3406
N 1.0596 1.5667 0.2282 0.7272
C -1.2542 -0.0048 1.1039 -1.1419
H -1.6195 0.8737 1.5660 0.3385
H 1.6252 -1.6277 -0.7429 0.2913
H -1.9424 -0.7014 0.8395 0.3993
H -1.1058 1.1099 -1.5142 -0.0649
Si -0.1835 0.3744 -0.4318 0.4557
O 0.8911 2.7516 0.3629 -0.5154
O 2.2795 1.0504 0.3948 -0.5104
H 0.4945 -1.3720 -2.1649 0.3035
```

- energy above the lowest of the compared OMol25 structures with the same formula, charge and spin (eV) = 4.907
- 2S+1 = 1
- E (Ha) = -575.0157
- HOMO energy (eV) = -10.683
- largest force on an atom (eV/A) = 5.7
- frontier orbital gap (eV) = 10.32

=====

Record 5
C9H11N as an isolated structure. Source: OMol25; level of theory: wB97M-V/def2-TZVPD.

```
21
Properties=species:S:1:pos:R:3:mulliken_charge:R:1
N 1.4377 1.0213 0.1682 0.0087
C -0.2956 0.5353 -1.8505 -0.7561
C -0.6597 -1.6679 1.1633 -0.5845
H 2.1956 2.7782 0.4474 0.4064
H 0.2823 2.7576 0.6454 0.3403
C 0.1386 -0.5604 1.6805 -0.6384
H 0.0163 -2.4809 0.8224 0.3411
H -0.4561 -1.6355 -2.1617 0.4724
C 0.9929 -0.3057 0.6668 0.2805
H -2.0640 -0.4386 -0.0799 0.3296
H -0.0470 0.6024 -2.9034 0.2772
C -0.4841 -0.9228 -1.3818 0.2195
H 0.2065 0.1581 2.6132 0.2506
H 1.3950 2.3012 1.7875 0.3675
C 0.9726 -0.7377 -0.7125 -0.3115
H -1.9152 -2.1255 -0.5151 0.3735
H -1.2220 1.1976 -1.7106 0.2655
H -1.3688 -2.1199 1.8528 0.4026
C 1.2953 2.3108 0.6917 -1.0789
C 0.9425 0.6120 -1.0588 0.1053
C -1.3628 -1.2796 -0.1651 -1.0713
```

- energy above the lowest of the compared OMol25 structures with the same formula, charge and spin (eV) = 5.783
- 2S+1 = 1
- E (Ha) = -404.0375
- HOMO energy (alpha / beta) (eV) = -7.692 / -7.693
- largest force on an atom (eV/A) = 3.7
- frontier orbital gap (alpha / beta) (eV) = 8.38 / 8.38

=====

Record 6
One molecule with the formula C24H27FN2O2. Source: OMol25; level of theory: wB97M-V/def2-TZVPD.

```
56
Properties=species:S:1:pos:R:3:mulliken_charge:R:1
H -0.1863 2.4819 -3.2186 0.3666
H 0.5178 -1.8885 -2.5838 0.4466
C 0.1227 1.8760 -1.2624 -1.1095
C 2.0282 -0.1535 0.5669 0.1058
C 4.9119 1.1634 4.1471 -0.8018
O 4.6132 0.3468 3.0394 -0.4736
H -2.2139 0.6077 -1.9897 0.3290
C 2.6567 1.7074 2.5187 -0.5550
H -4.0873 0.2609 -5.6661 0.3004
C -3.6438 -1.9055 -5.4143 -0.7285
H 1.7896 -0.9014 -0.1729 0.3625
H 3.8266 -1.1475 1.1701 0.4523
C 1.5178 1.8525 1.7468 -0.6423
C -0.4876 1.8013 -2.4351 -0.7880
N -0.8465 -0.4671 -3.2203 0.0537
H 0.9053 -0.2142 -2.1338 0.6484
H 5.1234 2.1938 3.8435 0.3272
H -2.5738 -1.6628 -2.8532 0.2398
C 0.8318 -1.3679 3.7127 -0.6271
C -0.2882 0.6508 4.4303 -0.6647
C -0.1263 1.0914 0.0028 0.2200
H -2.0734 1.1261 -3.6825 0.5484
H 2.8730 2.4447 3.2752 0.4091
C 0.0227 -1.4079 2.5942 -0.1350
C 3.4906 0.6125 2.3228 0.7818
H -1.2585 -2.4120 -3.7740 0.3133
C -0.6048 -1.2202 -0.9029 0.9323
C -1.8100 -1.4791 -3.6267 -0.4866
H 4.0978 1.1558 4.8784 0.2935
C -1.7084 -0.4213 1.0820 -1.3200
H -3.9938 -2.7116 -4.7874 0.2527
H 1.5829 -2.1203 3.8919 0.4627
C 0.6717 -0.3263 4.6078 0.4698
O -1.0728 -2.3249 -0.6778 -0.6957
C -1.0839 0.5988 3.2997 -0.3927
C -1.5056 0.7740 -2.8198 -0.4497
H -4.3588 -0.3623 -3.9911 0.2412
H -1.7778 -0.7387 -5.6687 0.4606
H 0.1300 -2.2083 1.8782 0.5258
C 0.1021 -0.9446 -2.2242 -1.5598
C -2.4804 -1.0969 -4.9265 -0.2342
H -1.8320 1.3631 3.1440 0.3770
H -2.4951 0.3405 1.1100 0.3760
H 5.8044 0.7325 4.5977 0.2514
C -0.9254 -0.4161 2.3662 0.1500
H 0.8764 2.7051 1.9213 0.4193
H -0.7653 1.7485 0.6136 0.2602
H 0.8706 2.6439 -1.1068 0.3768
C -3.8565 -0.5015 -4.9370 -0.6027
N -0.8567 -0.1664 -0.0792 0.4524
F 1.4827 -0.2557 5.6878 -0.4304
H -2.1607 -1.4033 0.9186 0.5541
C 3.1694 -0.3065 1.3231 -1.0711
C 1.1753 0.9237 0.7762 0.2814
H -0.3956 1.4391 5.1586 0.4519
H -3.7256 -2.1101 -6.4706 0.2740
```

- 2S+1 = 1
- E (Ha) = -1290.5369
- HOMO energy (eV) = -8.271
- largest force on an atom (eV/A) = 0.4
- frontier orbital gap (eV) = 9.00